The following is a DFT calculation (wB97M-V/def2-TZVPD) of C3H2F2N2S as an isolated structure in a non-equilibrium geometry.

The geometry in ORCA input format:
```
! wB97M-V def2-TZVPD RIJCOSX def2/J DEFGRID3
* xyz 0 3
C 1.54657 -0.44980 -1.14725
C 1.02950 -0.89128 0.04118
C -1.14382 -1.25789 -0.21016
N 1.75516 -0.92199 1.11505
N 2.96343 -0.57124 0.79907
F -1.31549 -1.21525 -1.50849
F -1.85595 -0.30221 0.37347
S 3.16796 -0.16309 -0.76144
H 0.83428 -0.28873 -1.94038
H -1.43044 -2.18038 0.20178
*
```

Computed properties:
Kohn-Sham gap (spin up / spin down): 5.33 / 6.16 eV
Energy relative to the best compared isomer or geometry (same formula, charge and spin): 1.529 eV
Max |F|: 0.0639 hartree/bohr
E_tot: -822.64549 a.u.
⟨S²⟩: 2.046
Highest occupied orbital energy (spin up / spin down): -0.215 / -0.368 Ha


The following is a DFT calculation (wB97M-V/def2-TZVPD) of a 2-piece molecular cluster, C3H2F2O overall in a non-equilibrium geometry.

The geometry in ORCA input format:
```
! wB97M-V def2-TZVPD RIJCOSX def2/J DEFGRID3
* xyz 0 1
C -0.05257 -1.09453 -2.09359
C -0.30506 -0.07323 -1.41929
C 0.22110 0.51384 1.66158
O -0.55478 0.85586 -0.68661
F 0.94001 -0.53330 1.34197
F -0.84861 0.30212 2.41738
H -0.00912 -1.54701 -3.03029
H 0.60904 1.57626 1.80885
*
```

Computed properties:
Kohn-Sham gap (spin up / spin down): 10.09 / 5.98 eV
Energy relative to the best compared isomer or geometry (same formula, charge and spin): 4.774 eV
Max |F|: 0.0458 hartree/bohr
E_tot: -390.28524 a.u.
Highest occupied orbital energy (spin up / spin down): -0.349 / -0.301 Ha


The following is a DFT calculation (wB97M-V/def2-TZVPD) of a 2-piece molecular cluster, C3H2F2O overall in a non-equilibrium geometry.

The geometry in ORCA input format:
```
! wB97M-V def2-TZVPD RIJCOSX def2/J DEFGRID3
* xyz 0 3
C -0.83636 1.14141 -0.44841
C -0.82054 0.02740 -0.91425
C -0.55805 -1.20398 -1.48067
O 1.32249 -1.67560 -0.70661
F -1.35064 -2.19776 -1.03150
F -0.16467 -1.24133 -2.73260
H -1.01002 2.01974 0.10817
H 1.13756 -2.40709 -0.18507
*
```

Computed properties:
Kohn-Sham gap (spin up / spin down): 8.34 / 8.00 eV
Energy relative to the best compared isomer or geometry (same formula, charge and spin): 2.394 eV
Max |F|: 0.0752 hartree/bohr
E_tot: -390.21994 a.u.
⟨S²⟩: 2.020
Highest occupied orbital energy (spin up / spin down): -0.276 / -0.411 Ha


The following is a DFT calculation (wB97M-V/def2-TZVPD) of a 2-piece molecular cluster, C3H2F4 overall in a non-equilibrium geometry.

The geometry in ORCA input format:
```
! wB97M-V def2-TZVPD RIJCOSX def2/J DEFGRID3
* xyz 0 1
F -1.19059 -0.75739 -0.80407
C -1.18839 -0.54743 0.48504
F -2.19162 0.42176 0.71129
F -1.82961 -1.73327 1.01512
H -0.28102 -0.18509 0.89429
C 1.60245 0.32667 -1.12576
C 1.93244 0.98932 -0.09828
F 1.44621 1.53927 0.96333
H 1.70013 -0.05385 -2.04096
*
```

Computed properties:
Kohn-Sham gap: 10.73 eV
SMILES: FC(F)F.C#CF
Energy relative to the best compared isomer or geometry (same formula, charge and spin): 3.586 eV
Max |F|: 0.1456 hartree/bohr
E_tot: -514.83519 a.u.
Highest occupied orbital energy: -0.402 Ha


Among the records above, which one has the lowest E_tot?
C3H2F2N2S


Look up the max |F| of the fourth one.
0.1456 hartree/bohr